No. 1
ORCA calculation (ωB97M-V/def2-TZVPD) on a single C5H5N5 molecule in a non-equilibrium geometry.

XYZ file:
```
15
C5H5N5 | the Open Molecules 2025 dataset | ωB97M-V/def2-TZVPD
C 1.36 -0.49 0.69
H -1.90 0.35 -2.56
C 0.10 0.30 0.91
C -1.11 -0.50 1.05
N -1.25 0.19 -1.74
H -1.44 -0.61 -1.19
N -2.07 -1.15 1.09
C 1.56 -1.68 1.52
H -0.78 2.17 -1.83
C -0.68 1.29 -1.16
H 0.27 0.85 1.85
N -0.10 1.42 -0.04
N 1.72 -2.60 2.21
H 2.05 0.66 -0.63
N 2.24 -0.22 -0.17
```

highest occupied orbital energy: -10.511 eV
SMILES string: [H]/N=C(/C#N)[C@H](C#N)/N=C\N
orbital gap: 10.38 eV
DFT total energy: -467.25545 Ha
ΔE to the lowest compared entry with this formula, charge and spin: 280.7 kJ/mol



No. 2
ORCA calculation (ωB97M-V/def2-TZVPD) on a molecular structure, C22H29N2O8Zr.

XYZ file:
```
62
C22H29N2O8Zr | the Open Molecules 2025 dataset | ωB97M-V/def2-TZVPD
H -0.32 -3.73 -2.31
H -2.48 0.12 -3.26
H 0.07 6.90 2.64
C 0.04 3.54 0.80
C 1.09 3.83 1.69
Zr 0.04 0.20 -1.17
O 0.94 1.38 0.26
H 3.95 0.54 -2.26
O -0.56 0.81 -3.24
H 3.69 -1.57 -0.76
C -2.64 -0.63 0.33
C 0.06 5.95 2.12
O -0.46 -1.64 -2.43
C -0.27 -3.40 5.75
C 1.81 0.78 -3.74
C -3.42 -1.13 1.34
H -0.33 -1.72 -4.50
H 2.63 1.37 -4.15
H -0.94 -4.00 6.38
H 0.46 -4.05 5.28
H -3.43 -2.20 3.20
H 0.22 1.23 -5.13
H 0.46 2.47 -3.88
O 0.44 -3.12 3.01
C -1.08 -1.49 -3.74
H 1.89 5.29 3.04
C 0.02 2.31 0.12
H 2.96 -1.74 -2.38
O 1.88 0.83 -2.28
N -1.28 -0.71 0.38
C -0.58 -2.63 3.46
H -1.75 0.23 -4.86
C -2.81 -1.76 2.42
H 0.65 -2.68 7.32
C -1.43 -1.86 2.47
H 1.00 -2.90 -3.17
C -0.98 5.67 1.24
C 1.09 -2.77 -1.00
H -1.82 -2.19 5.00
O 1.61 -1.40 -0.84
C 1.09 5.04 2.35
H 0.47 -2.96 -0.13
C 0.34 -2.86 -2.30
C -1.00 4.47 0.57
H 3.16 0.83 -0.70
H -4.50 -1.04 1.27
C 0.48 1.41 -4.09
H 1.93 -3.47 -0.98
C 2.93 -1.18 -1.44
O 0.32 -2.35 6.47
C -0.71 -1.28 1.44
H 1.87 3.11 1.87
C 3.09 0.30 -1.64
H -1.91 -2.19 -3.83
H -3.08 -0.14 -0.53
H -1.77 6.40 1.08
N -1.06 -2.78 4.70
O -0.92 1.96 -0.74
H 0.37 -1.33 1.48
H -1.80 4.23 -0.12
H 1.89 -0.26 -4.07
C -1.57 -0.06 -3.82
```

highest occupied orbital energy: -16.630 eV
orbital gap: 6.84 eV
DFT total energy: -1613.40104 Ha
ΔE to the lowest compared entry with this formula, charge and spin: 0.0 kJ/mol
charge: +3



No. 3
ORCA calculation (ωB97M-V/def2-TZVPD) on a molecular structure, C34H35As2BrNO5RuSTe.

XYZ file:
```
81
C34H35As2BrNO5RuSTe | the Open Molecules 2025 dataset | ωB97M-V/def2-TZVPD
C 5.45 0.67 -3.01
As -1.89 -1.64 0.34
C -3.24 2.69 0.20
H -1.15 -2.59 -5.65
S 4.84 -0.31 -1.74
O -1.38 1.34 -0.26
H 0.00 1.70 -1.81
O -2.76 0.70 1.38
H 3.44 2.99 -1.70
H 1.24 -2.00 -5.52
H -1.93 3.44 -1.35
H 1.17 -2.77 -2.23
H -1.81 -2.58 2.70
H -4.33 -2.03 -0.19
H -3.42 -1.61 -1.67
C -1.70 -1.34 -3.99
C -2.84 3.60 -0.79
C 0.11 -0.14 -2.91
C -1.25 -0.45 -3.02
H 3.25 -2.07 1.63
O -5.44 6.02 -0.72
C 1.96 -2.80 -1.49
C -0.80 -1.91 -4.88
H -3.40 -2.81 1.97
O -3.49 5.70 -1.92
H -5.12 6.75 -2.63
C -4.42 2.89 0.91
H -3.36 -4.23 -0.64
C -1.92 -5.80 -0.45
H -2.63 -6.57 -0.72
C 4.89 1.91 -2.98
H 2.74 -2.08 -1.74
H -6.15 4.17 1.23
H -0.30 -7.17 -0.13
C -0.59 1.87 4.20
C 0.30 -5.14 0.19
H 2.05 -0.46 -3.77
H -2.76 -1.57 -4.07
C 3.83 0.95 -1.14
C -3.65 4.68 -1.01
C -3.56 -1.38 -0.61
C -0.35 -0.48 4.51
C 0.54 -1.58 -4.81
C -0.10 -3.81 0.19
H 6.18 0.29 -3.70
H 5.14 2.69 -3.68
C -2.33 -4.47 -0.42
H -4.18 7.55 -1.32
As 1.19 -2.34 0.23
Ru 0.13 -0.14 0.01
C -5.23 4.00 0.68
C -1.42 -3.48 -0.08
O -1.10 0.96 6.29
Br 0.02 3.23 1.84
H -2.95 -1.20 2.59
C -4.82 4.88 -0.30
H -0.82 2.86 4.56
H 0.31 -1.51 2.77
H 2.38 -3.81 -1.44
C -0.18 1.68 2.89
Te 2.64 0.64 0.57
C 3.97 2.07 -1.90
C -2.40 1.48 0.50
H -1.94 0.04 -2.35
H -3.88 -0.35 -0.50
H -4.68 2.17 1.67
H -0.39 -1.37 5.12
H 3.19 -3.70 0.93
H 1.33 -5.40 0.41
H 1.63 1.05 -2.03
C 2.61 -2.93 1.43
C 0.03 -0.55 3.19
C -4.57 6.60 -1.70
C 0.59 0.79 -1.85
C -0.61 -6.13 -0.12
C -0.69 0.77 5.02
C 1.00 -0.71 -3.83
C -2.59 -2.10 2.11
N 0.10 0.49 2.35
H -1.13 0.12 6.76
H 2.20 -3.32 2.36
```

highest occupied orbital energy (spin up / spin down): -6.744 / -6.636 eV
expectation value of S²: 0.759
orbital gap (spin up / spin down): 7.00 / 6.46 eV
DFT total energy: -9554.19507 Ha
2S+1: 2
ΔE to the lowest compared entry with this formula, charge and spin: 56.9 kJ/mol



No. 4
ORCA calculation (ωB97M-V/def2-TZVPD) on a molecular structure, C8H16CsO4S2 in a non-equilibrium geometry.

XYZ file:
```
31
C8H16CsO4S2 | the Open Molecules 2025 dataset | ωB97M-V/def2-TZVPD
H -1.50 0.39 3.43
O -3.54 -1.84 0.06
H -3.79 0.53 1.35
O -1.09 -1.31 0.12
H 2.27 -0.97 -3.70
O 0.20 1.48 -3.35
H -1.13 -2.24 2.49
H -2.09 1.18 1.10
S -2.38 -1.29 0.78
H 1.72 1.50 -0.35
H -2.71 -1.59 4.52
H 1.41 2.78 -1.38
H 3.72 2.39 -2.66
Cs 0.90 -1.45 0.12
O 0.38 -0.35 -1.61
H -3.06 0.99 3.70
C -2.87 -1.23 3.50
S 0.99 0.69 -2.44
H -3.96 -1.27 3.43
H 3.67 -0.50 -1.68
H 4.68 0.26 -2.86
H -2.67 -3.14 2.40
H 2.55 0.69 -4.18
H 4.21 1.88 -1.06
C -2.21 -2.15 2.50
C 1.99 1.86 -1.34
C -2.73 0.43 1.57
C 3.48 1.70 -1.85
C 3.68 0.30 -2.41
C -2.54 0.23 3.12
C 2.42 0.04 -3.32
```

highest occupied orbital energy: -13.537 eV
orbital gap: 10.69 eV
DFT total energy: -1431.47893 Ha
ΔE to the lowest compared entry with this formula, charge and spin: 653.2 kJ/mol
charge: +1



No. 5
ORCA calculation (ωB97M-V/def2-TZVPD) on 2 unconnected molecules or ions with the total composition C2H4NO2 in a non-equilibrium geometry.

XYZ file:
```
9
C2H4NO2 | the Open Molecules 2025 dataset | ωB97M-V/def2-TZVPD
C -2.35 0.00 -0.26
O -1.18 0.26 -0.19
H -3.06 0.21 0.65
H 1.77 -0.56 -1.15
H 0.84 -0.11 0.09
H 2.38 -0.48 0.52
N 1.69 -0.66 -0.15
C -3.06 -0.18 -1.53
O -3.46 -0.31 -2.58
```

highest occupied orbital energy (spin up / spin down): -12.776 / -12.756 eV
orbital gap (spin up / spin down): 3.92 / 3.89 eV
DFT total energy: -283.42655 Ha
ΔE to the lowest compared entry with this formula, charge and spin: 340.3 kJ/mol
charge: +1



No. 6
ORCA calculation (ωB97M-V/def2-TZVPD) on a molecular structure, C10H16N2O7 in a non-equilibrium geometry.

XYZ file:
```
35
C10H16N2O7 | the Open Molecules 2025 dataset | ωB97M-V/def2-TZVPD
C -0.06 1.21 0.13
H 0.99 -0.09 2.65
H -2.80 -2.06 -0.55
H 0.42 1.61 3.25
O 2.21 1.44 5.10
C 1.78 2.07 1.47
C -2.22 -2.10 -1.59
O 2.35 -1.48 -2.03
C 1.33 1.06 2.79
O -4.29 -3.09 -2.36
H 1.31 0.49 -1.64
N -0.15 3.28 1.20
H -1.64 0.03 -2.01
H -5.33 -2.72 -2.62
C -1.12 -0.95 -1.93
O 0.52 -2.98 -2.13
N 0.77 0.27 -0.60
H 2.29 1.35 0.89
H -2.02 -3.34 -1.59
O 3.51 0.22 3.75
H -1.27 2.60 1.11
H 2.30 2.98 1.83
O -3.49 -1.16 -3.54
H -0.87 -0.97 -3.21
C 0.70 2.49 0.51
H 3.87 0.24 4.83
C 0.12 -0.94 -1.06
O -1.13 0.83 0.60
H 1.07 3.18 -0.34
C 1.19 -1.70 -1.84
C -3.36 -1.99 -2.58
C 2.32 0.94 3.95
H -0.10 -1.51 -0.04
H 1.12 -3.48 -2.79
H -0.34 4.26 0.42
```

highest occupied orbital energy: -9.645 eV
orbital gap: 9.81 eV
DFT total energy: -1026.61632 Ha
ΔE to the lowest compared entry with this formula, charge and spin: 780.3 kJ/mol



No. 7
ORCA calculation (ωB97M-V/def2-TZVPD) on a molecular structure, C2H5N3S2 in a non-equilibrium geometry.

XYZ file:
```
12
C2H5N3S2 | the Open Molecules 2025 dataset | ωB97M-V/def2-TZVPD
S -0.99 2.89 0.99
C 0.11 0.76 -0.07
H -0.70 3.43 2.95
H 0.44 -3.61 0.15
H 0.27 -0.85 -2.25
N -0.38 -1.43 -1.91
C 0.12 -1.98 -0.86
H -0.69 -2.21 -2.53
N 0.07 -3.25 -0.68
H -0.57 0.88 -1.33
N 0.18 1.57 1.16
S 1.04 -0.93 0.17
```

highest occupied orbital energy: -8.590 eV
orbital gap: 7.24 eV
DFT total energy: -1039.60308 Ha
ΔE to the lowest compared entry with this formula, charge and spin: 735.9 kJ/mol